{
  "formula": "C4H6BaMgO5",
  "method": "ωB97M-V/def2-TZVPD",
  "homo_ev": [-8.01, -12.40],
  "s_squared": 0.75,
  "total_charge": 1,
  "relative_energy_kcal_mol": 0.0,
  "spin_multiplicity": 2,
  "e_tot_ev": -20616.37766,
  "symbols": ["C", "O", "O", "Ba", "O", "O", "C", "C", "O", "C", "Mg", "H", "H", "H", "H", "H", "H"],
  "xyz": [[-1.95463, -0.50211, -2.24733], [-1.80863, 0.54819, -1.53424], [-2.81271, -0.53689, -3.12764], [-4.28431, 1.80526, -3.15861], [0.14718, 2.12587, 1.39669], [1.24297, 0.09711, -0.99914], [1.56822, -0.93118, -0.39455], [1.34444, -0.98898, 1.09107], [0.28557, -0.14722, 1.45907], [0.57971, 1.12184, 2.18092], [-0.34202, 1.14567, -0.18576], [-1.10653, -1.30768, -2.12354], [2.06032, -1.81818, -0.82896], [2.28928, -0.73493, 1.60093], [1.10535, -2.03229, 1.35620], [0.01834, 1.03511, 3.12880], [1.66746, 1.12039, 2.38612]],
  "atomic_forces_ev_per_a": [[1.567, -0.052, -0.728], [0.763, 0.793, 1.497], [-0.229, -0.544, 0.113], [0.459, -0.585, 0.112], [-0.080, -0.272, -0.555], [0.098, -1.703, -0.175], [0.145, 1.425, 0.573], [-0.367, -0.732, 0.155], [-0.004, -0.442, -0.472], [-0.142, 0.631, 0.546], [-0.337, -0.196, 0.201], [-1.833, 0.912, -0.276], [-0.002, 0.522, -0.492], [-0.110, -0.049, -0.183], [0.083, 0.243, 0.070], [0.195, 0.019, -0.275], [-0.208, 0.030, -0.111]]
}